C4H5N3 | ωB97M-V/def2-TZVPD

Structure (XYZ):
```
12
Properties=species:S:1:pos:R:3:forces:R:3:mulliken_charge:R:1
C -2.35815 -0.00263 -0.02845 2.1 3.5 1.9 -0.57
N -1.15106 -0.80592 0.06526 1.1 -0.4 0.0 -0.37
C 0.06874 -0.38193 0.01982 -2.7 -2.4 0.2 0.51
N 1.12573 -1.36173 0.02376 2.1 0.8 -0.4 -0.45
C 2.24463 -0.66813 -0.01638 -2.3 0.0 0.8 -0.05
C 1.80194 0.81122 0.11085 1.0 1.4 -2.4 -0.06
N 0.52076 0.90626 -0.03033 1.4 1.3 0.9 -0.40
H -2.49599 0.65217 1.00489 0.5 -1.4 -2.6 0.22
H -3.27449 -0.53436 -0.10910 -0.3 -0.9 -0.4 0.27
H -2.16681 0.71942 -0.87232 -0.8 -0.4 0.9 0.27
H 3.26807 -1.12067 -0.10447 -1.2 0.6 0.2 0.34
H 2.41662 1.78630 -0.06353 -0.8 -2.0 0.8 0.30
```
Forces are in eV/Å.

Summary:
SMILES string ... CN=C1N=CC=N1
Total charge ... 0
Kohn-Sham gap ... 8.77 eV
E_LUMO ... -1.19 eV
Energy ... -8696.8627 eV

C4H5N3 | ωB97M-V/def2-TZVPD

Structure (XYZ):
```
12
Properties=species:S:1:pos:R:3:forces:R:3:mulliken_charge:R:1
N -2.48787 0.04083 1.26975 0.8 -0.1 -0.9 -0.38
C -1.71807 -0.08313 0.41091 -0.6 0.1 0.7 0.35
C -0.90883 -0.18215 -0.76165 0.0 0.1 0.0 -0.24
C 0.27858 0.59684 -1.02913 0.0 -0.2 -0.1 -0.15
N 1.25645 0.89351 -0.13307 -0.1 -0.1 0.0 -0.66
C 1.35836 -0.02373 0.85413 0.0 -0.1 0.1 0.09
N 0.50756 -0.97527 1.09172 0.2 0.1 0.0 -0.57
H -1.40793 -0.63985 -1.61778 0.1 0.1 0.1 0.34
H 0.58192 0.60324 -2.08334 -0.1 0.0 0.2 0.44
H -0.65093 1.34630 -1.08472 -0.1 0.1 0.0 0.21
H 2.29230 0.06794 1.41974 -0.1 0.0 0.0 0.39
H 0.89778 -1.69995 1.69062 0.0 0.1 -0.1 0.21
```
Forces are in eV/Å.

Summary:
Total charge ... 0
Kohn-Sham gap (spin up / spin down) ... 7.57 / 7.57 eV
E_LUMO (spin up / spin down) ... -1.38 / -1.38 eV
Energy ... -8694.7868 eV

C4H5N3 | ωB97M-V/def2-TZVPD

Structure (XYZ):
```
12
Properties=species:S:1:pos:R:3:forces:R:3:mulliken_charge:R:1
H 3.23044 0.29241 0.02568 0.9 1.3 -0.1 0.30
N 2.66574 -0.50970 0.06131 -1.3 -2.4 0.0 -0.67
C 1.45842 -0.17145 -0.09604 0.5 1.1 -0.8 0.39
N 1.11121 1.21050 -0.18973 -3.4 -0.2 1.1 -0.51
C -0.20822 1.21946 -0.01811 3.1 2.9 0.4 -0.13
C -0.80428 -0.08815 -0.06596 0.3 -1.9 0.1 0.50
C -2.09672 -0.34892 -0.05644 -3.9 -1.5 1.3 -0.70
N 0.30029 -0.94346 -0.16011 2.1 -2.7 0.7 -0.24
H -0.65429 2.20321 0.36257 0.1 -1.6 -1.3 0.30
H -2.76580 0.54758 -0.02609 0.7 -0.9 0.0 0.24
H -2.73839 -1.39762 0.15018 2.4 2.9 -1.0 0.21
H 0.50161 -2.01387 0.01274 -1.5 3.1 -0.5 0.30
```
Forces are in eV/Å.

Summary:
SMILES string ... [H]/N=C1\N=CC(=C)N1
Total charge ... 0
Kohn-Sham gap ... 8.46 eV
E_LUMO ... -0.35 eV
Energy ... -8697.3802 eV

C4H5N3 | ωB97M-V/def2-TZVPD

Structure (XYZ):
```
12
Properties=species:S:1:pos:R:3:forces:R:3:mulliken_charge:R:1
C 2.57787 -0.92496 -0.19935 0.9 -2.6 -0.1 -0.25
N 1.65423 -0.47357 0.51857 -1.5 0.0 0.6 -0.40
N 0.67895 0.34457 0.27345 -1.3 2.0 -0.2 -0.12
C -0.61003 0.25228 0.14010 2.5 -0.4 0.0 0.63
C -1.57910 1.37119 0.13929 0.9 0.9 0.7 -1.37
C -1.19906 -1.01056 -0.08517 -0.3 -0.9 0.4 0.32
N -1.71023 -2.03207 -0.15679 -0.3 -0.6 -0.3 -0.39
H 3.23352 -1.64621 0.40683 -0.5 1.3 -1.3 0.23
H 2.62086 -0.97973 -1.31880 0.0 0.6 1.0 0.26
H -1.24138 2.30498 0.54551 0.6 0.2 0.6 0.35
H -2.52788 1.14124 0.53735 -0.8 -0.8 1.3 0.38
H -1.89775 1.65286 -0.80100 -0.1 0.3 -2.7 0.36
```
Forces are in eV/Å.

Summary:
SMILES string ... C=N/N=C(/C)C#N
Total charge ... 0
Kohn-Sham gap ... 9.76 eV
E_LUMO ... 0.18 eV
Energy ... -8696.1978 eV

C4H5N3 | ωB97M-V/def2-TZVPD

Structure (XYZ):
```
12
Properties=species:S:1:pos:R:3:forces:R:3:mulliken_charge:R:1
N 1.98371 0.22701 -1.11855 -0.1 0.0 0.1 -0.15
C 0.90240 0.71863 -0.56594 0.3 -0.2 -0.1 -0.80
C 0.04487 -0.37445 0.06797 -0.1 0.1 -0.2 0.63
N -0.07057 -0.11636 1.49875 -0.1 0.1 -0.1 -0.47
C -1.27987 0.25881 1.65540 -0.1 0.1 0.4 -0.07
N -2.12222 0.28818 0.51406 0.1 -0.1 -0.1 -0.50
C -1.35307 -0.10053 -0.43052 -0.1 -0.1 -0.1 -0.16
H 2.28875 -0.74911 -1.04905 -0.2 0.2 -0.1 0.23
H 2.61837 0.83985 -1.61823 -0.1 -0.1 0.2 0.25
H 0.37392 -1.41490 -0.10250 0.0 0.1 0.0 0.27
H -1.69691 0.56758 2.61116 0.1 -0.1 -0.1 0.39
H -1.68939 -0.14472 -1.46254 0.1 -0.1 0.1 0.39
```
Forces are in eV/Å.

Summary:
Total charge ... 0
Kohn-Sham gap ... 9.46 eV
E_LUMO ... 0.68 eV
Energy ... -8696.5227 eV

C4H5N3 | ωB97M-V/def2-TZVPD

Structure (XYZ):
```
12
Properties=species:S:1:pos:R:3:forces:R:3:mulliken_charge:R:1
N -2.14046 0.64187 0.37640 0.1 -0.2 0.1 -0.14
C -1.29677 -0.35609 0.44508 -0.2 0.4 -0.2 -0.61
C -0.05006 -0.02253 -0.38731 0.0 -0.2 0.0 0.46
N 0.82667 0.86252 0.37876 0.2 -0.2 0.1 -0.47
C 1.90679 0.18962 0.51667 0.0 0.3 0.1 -0.12
N 1.96534 -1.10572 -0.07021 -0.3 0.1 -0.1 -0.54
C 0.80922 -1.22898 -0.61242 0.1 -0.1 0.0 -0.10
H -1.98276 1.51898 -0.12305 0.1 -0.1 0.0 0.22
H -3.00339 0.60010 0.90368 0.1 0.0 -0.1 0.26
H -0.31013 0.46509 -1.34314 0.0 -0.1 0.1 0.25
H 2.77562 0.56508 1.05112 -0.2 0.0 -0.1 0.38
H 0.49993 -2.12993 -1.13558 0.1 0.1 0.1 0.39
```
Forces are in eV/Å.

Summary:
Total charge ... 0
Kohn-Sham gap ... 9.35 eV
E_LUMO ... 0.60 eV
Energy ... -8696.5650 eV

C4H5N3 | ωB97M-V/def2-TZVPD

Structure (XYZ):
```
12
Properties=species:S:1:pos:R:3:forces:R:3:mulliken_charge:R:1
C -1.87448 0.09828 -0.04220 -0.1 0.0 0.2 -0.80
N -0.71734 0.26333 -0.90406 0.2 0.0 -0.2 -0.16
C 0.49764 -0.21420 -0.62148 0.2 -0.1 -0.2 0.21
N 1.60664 -0.54227 -1.12848 -0.4 0.2 0.0 -0.60
C 1.47251 -0.56619 0.38830 0.1 -0.1 0.3 0.02
C 2.19704 0.47439 1.10521 0.4 0.8 0.4 0.21
N 2.77354 1.32417 1.63895 -0.6 -0.8 -0.4 -0.40
H -1.73814 -0.77232 0.60079 0.0 0.1 0.0 0.29
H -2.75490 -0.08457 -0.66258 0.1 0.0 0.1 0.31
H -2.05885 0.97391 0.58516 0.0 0.0 -0.1 0.28
H -0.86216 0.57741 -1.85098 0.0 -0.1 0.0 0.27
H 1.45850 -1.53195 0.89136 0.0 0.1 -0.1 0.36
```
Forces are in eV/Å.

Summary:
SMILES string ... CNC1=N[C@H]1C#N
Total charge ... 0
Kohn-Sham gap ... 10.42 eV
E_LUMO ... 0.57 eV
Energy ... -8697.1036 eV

C4H5N3 | ωB97M-V/def2-TZVPD

Structure (XYZ):
```
12
Properties=species:S:1:pos:R:3:forces:R:3:mulliken_charge:R:1
C -0.06203 -0.35257 1.07463 1.0 -0.8 -5.0 0.10
C 0.81741 -0.23513 2.12708 -0.8 0.3 -1.1 0.39
C -0.01609 0.63384 -1.88472 -2.3 -1.5 0.0 -0.74
C 0.21163 -0.60988 -1.07838 1.1 -0.2 4.0 -0.52
N 0.45450 0.07484 3.31466 4.0 -0.7 2.2 -0.31
N -0.74186 0.32502 3.02074 -4.2 1.0 0.4 -0.19
N -1.13227 0.06519 1.69850 0.5 0.2 -0.3 -0.26
H -0.11054 0.33649 -3.01094 -0.1 0.6 2.1 0.27
H 0.87123 1.15312 -1.74457 1.2 1.9 -0.1 0.28
H -0.98178 1.11316 -1.42761 1.9 -0.5 -1.4 0.27
H 1.17482 -1.14266 -0.93256 -0.3 1.1 -0.6 0.35
H -0.48501 -1.36142 -1.15684 -1.9 -1.5 -0.2 0.37
```
Forces are in eV/Å.

Summary:
Total charge ... 0
Kohn-Sham gap (spin up / spin down) ... 7.75 / 7.75 eV
E_LUMO (spin up / spin down) ... -2.12 / -2.12 eV
Energy ... -8690.2473 eV

The evaluated strongest force on any atom for the records listed, in turn: 4.48 1.15 4.35 2.73 0.44 0.53 1.08 5.18 eV/A.
The evaluated energy above the lowest of the compared OMol25 structures with the same formula, charge and spin for the records listed, in turn: 2.950 5.026 2.432 3.615 3.290 3.247 2.709 9.565 eV.